Computed, not measured: the molecule C15H12ClN5OS, with ωB97M-V/def2-TZVPD.

Last column: Mulliken charge in e.
Positions of all 35 atoms, in Å:
1 O -3.033 -0.797 0.624  -0.4743
2 C -2.334 -1.290 1.350  0.2713
3 N -1.259 -1.956 0.847  -0.1818
4 C -0.491 -1.609 -0.410  0.3610
5 C -1.020 -0.597 -1.449  -1.0590
6 C -0.146 -0.494 -2.553  -0.7045
7 C 1.229 -1.067 -2.665  0.0575
8 C 1.466 -1.890 -1.868  0.1490
9 C 0.770 -2.192 -0.742  -0.0952
10 H 1.219 -2.818 0.152  0.1686
11 H 2.480 -2.543 -2.002  0.1532
12 Cl 1.904 -0.708 -4.289  -0.2165
13 H -0.662 0.334 -3.314  0.1542
14 H -2.000 -0.498 -1.289  0.9803
15 H -0.578 -2.281 1.373  0.2394
16 C -2.264 -1.469 2.768  -0.6139
17 H -1.447 -1.739 3.339  0.4495
18 H -3.198 -1.997 3.019  0.3889
19 S -2.869 0.197 3.446  -0.1370
20 C -1.526 1.032 2.481  0.1526
21 N -1.768 2.458 2.060  -0.8274
22 N -0.587 2.478 1.289  0.1432
23 C 0.003 1.398 1.149  -0.1957
24 N -0.390 0.419 1.915  -0.3045
25 C 0.951 1.372 0.116  1.4286
26 C 2.074 0.413 0.648  -0.8466
27 N 3.290 0.374 -0.082  -0.5211
28 C 3.269 0.849 -1.255  -0.3309
29 C 2.634 1.924 -1.591  -0.4196
30 C 1.412 2.171 -0.753  -0.0465
31 H 0.555 2.855 -1.167  0.2041
32 H 2.629 2.626 -2.583  0.2639
33 H 4.250 0.713 -1.773  0.2742
34 H 2.091 -0.084 1.480  0.7327
35 H -0.528 3.624 0.934  0.4022

Summary:
SMILES   O=C(CSc1n[nH]c(-c2cccnc2)n1)Nc1ccc(Cl)cc1
HOMO   -8.572 eV
LUMO energy   -0.03 eV

Computed, not measured: the molecule CH2N2OS, with ωB97M-V/def2-TZVPD.

Last column: Mulliken charge in e.
Positions of all 7 atoms, in Å:
1 C 1.626 0.061 -0.091  0.3256
2 N 2.534 -1.353 0.065  0.1682
3 N 0.310 0.089 -0.069  -0.3320
4 O 1.904 -2.341 -0.195  -0.2900
5 S 2.644 1.331 -0.024  -0.3305
6 H -0.259 -0.738 -0.135  0.2380
7 H -0.116 0.999 0.033  0.2207

Summary:
SMILES   NC(=S)N=O
HOMO   -8.733 eV
LUMO energy   -1.03 eV

Computed, not measured: a cluster of 15 separate species, C39H75Cl28F2N3O5PS3 in total, with ωB97M-V/def2-TZVPD.

Last column: Mulliken charge in e.
Positions of all 156 atoms, in Å:
1 C 7.102 4.592 0.873  -0.8016
2 C 7.261 3.214 0.299  0.7527
3 O 8.246 2.519 0.569  -0.5765
4 O 6.272 2.814 -0.560  -0.2711
5 C 5.808 1.496 -0.339  -0.7109
6 C 5.165 0.944 -1.599  -0.3574
7 C 4.844 -0.529 -1.448  -0.4803
8 C 3.939 -1.066 -2.569  -0.8645
9 C 2.614 -0.279 -2.640  -1.1174
10 C 1.360 -1.172 -2.848  -0.8627
11 C 0.669 -1.437 -1.509  0.0002
12 N 0.772 -2.848 -1.029  0.6792
13 C 0.498 -2.916 0.459  -1.0570
14 C 1.842 -2.715 1.168  -0.5670
15 C 1.931 -3.250 2.609  0.0344
16 C 2.927 -2.479 3.450  -0.4471
17 F 3.277 -3.273 4.525  -0.3496
18 C -0.732 -2.064 0.871  1.1187
19 C -1.629 -3.003 1.729  0.2934
20 C -2.918 -2.388 2.257  -0.5458
21 F -3.846 -3.422 2.370  -0.5251
22 P -0.444 -0.499 1.871  0.6634
23 O 0.780 0.394 1.332  -0.5939
24 O -1.730 0.429 1.626  -0.5736
25 S -0.278 -0.751 3.775  -0.2243
26 N -1.517 -1.752 -0.326  -0.2757
27 C -0.797 -1.028 -1.408  -0.1556
28 C -1.686 -1.131 -2.666  -1.2577
29 C -2.412 0.207 -2.946  -1.1841
30 C -3.908 0.017 -2.734  -0.6221
31 S -4.822 1.535 -3.074  -0.2259
32 C -6.255 1.330 -2.018  -0.0733
33 S -7.221 0.050 -2.243  -0.1255
34 N -6.533 2.229 -0.985  0.2370
35 C -6.183 3.616 -1.288  -0.5223
36 C -6.098 4.397 0.040  -0.6682
37 O -7.029 3.953 0.972  -0.3989
38 C -6.756 2.616 1.377  -0.5922
39 C -6.015 1.807 0.313  -0.5367
40 H 6.312 4.627 1.620  0.2930
41 H 8.024 4.872 1.361  0.0852
42 H 6.908 5.332 0.100  0.3525
43 H 5.081 1.482 0.479  0.2125
44 H 6.602 0.808 -0.051  0.4300
45 H 4.303 1.576 -1.815  0.2771
46 H 5.882 1.129 -2.398  0.2848
47 H 5.789 -1.062 -1.520  0.4755
48 H 4.360 -0.709 -0.485  -0.0001
49 H 3.797 -2.145 -2.500  0.4715
50 H 4.487 -0.884 -3.491  0.4451
51 H 2.483 0.401 -1.802  0.6091
52 H 2.671 0.358 -3.518  0.5508
53 H 1.739 -2.120 -3.229  0.3026
54 H 0.734 -0.673 -3.575  0.5031
55 H 1.207 -0.853 -0.768  -0.3063
56 H 0.042 -3.416 -1.484  -0.3566
57 H 1.652 -3.310 -1.252  0.6344
58 H 0.237 -3.960 0.629  0.5066
59 H 2.568 -3.301 0.602  0.6470
60 H 2.220 -1.695 1.146  -0.1819
61 H 2.336 -4.260 2.552  0.5362
62 H 0.980 -3.338 3.119  -0.5829
63 H 3.830 -2.296 2.866  0.3345
64 H 2.499 -1.563 3.848  0.2256
65 H -1.916 -3.811 1.059  0.7926
66 H -1.093 -3.438 2.578  -1.4775
67 H -3.350 -1.600 1.644  0.2821
68 H -2.796 -1.979 3.254  0.4460
69 H 1.546 0.250 1.904  0.3858
70 H -1.854 0.631 0.683  0.3356
71 H -2.330 -1.194 -0.105  0.3846
72 H -0.784 0.036 -1.146  0.7712
73 H -1.205 -1.506 -3.564  0.7066
74 H -2.470 -1.848 -2.438  0.5285
75 H -2.210 0.584 -3.944  0.5748
76 H -2.109 0.982 -2.241  0.4134
77 H -4.098 -0.308 -1.710  0.2583
78 H -4.253 -0.807 -3.355  0.5100
79 H -5.208 3.744 -1.768  0.3825
80 H -6.953 4.076 -1.900  0.3626
81 H -5.074 4.292 0.419  0.2827
82 H -6.213 5.449 -0.202  0.4259
83 H -7.720 2.160 1.577  0.2841
84 H -6.205 2.626 2.321  0.3093
85 H -4.930 1.955 0.376  0.1299
86 H -6.259 0.763 0.479  0.6204
87 C -2.057 -6.602 3.544  -0.1536
88 Cl -0.705 -5.457 3.401  0.0222
89 Cl -1.657 -7.957 4.593  -0.1445
90 H -2.907 -6.073 3.959  -0.0074
91 H -2.295 -6.979 2.556  0.3819
92 C -3.565 -3.261 -7.529  -0.2381
93 Cl -3.159 -1.709 -8.254  -0.1638
94 Cl -2.846 -3.447 -5.914  -0.0748
95 H -4.642 -3.338 -7.446  0.3254
96 H -3.180 -4.051 -8.163  0.1408
97 C 11.245 5.673 1.472  -0.1551
98 Cl 12.355 6.471 0.355  -0.1544
99 Cl 9.931 6.751 1.969  -0.1728
100 H 10.815 4.808 0.981  0.1614
101 H 11.794 5.370 2.355  0.3104
102 C -9.612 -0.808 -4.991  0.0325
103 Cl -8.202 -0.543 -6.031  -0.1439
104 Cl -11.095 -0.208 -5.737  -0.1629
105 H -9.716 -1.872 -4.815  0.2644
106 H -9.455 -0.285 -4.055  -0.0218
107 C 8.680 9.762 0.318  0.5284
108 Cl 9.228 10.067 -1.334  -0.1179
109 Cl 7.036 9.099 0.346  -0.1803
110 H 9.351 9.048 0.780  -0.0956
111 H 8.689 10.693 0.869  -0.1432
112 C -4.399 -4.251 -11.601  -0.2708
113 Cl -3.268 -2.927 -11.289  -0.1216
114 Cl -4.254 -5.547 -10.402  -0.1558
115 H -5.408 -3.860 -11.566  0.2655
116 H -4.189 -4.664 -12.579  0.3037
117 C -3.335 -4.437 5.036  0.6205
118 Cl -1.758 -3.691 5.343  -0.1088
119 Cl -4.551 -3.948 6.216  -0.1592
120 H -3.671 -4.135 4.050  -0.4742
121 H -3.224 -5.514 5.082  0.2147
122 C 0.130 -5.010 8.111  0.3744
123 Cl 0.021 -3.540 9.089  -0.1600
124 Cl -0.115 -6.460 9.089  -0.1622
125 H -0.632 -4.974 7.343  -0.2384
126 H 1.113 -5.056 7.658  0.2288
127 C 8.944 12.929 3.464  -0.2455
128 Cl 7.330 12.531 2.862  -0.1435
129 Cl 10.161 11.800 2.855  -0.1347
130 H 9.203 13.928 3.134  0.2680
131 H 8.936 12.880 4.546  0.2716
132 C -10.514 -1.045 0.380  -0.0732
133 Cl -10.706 -1.774 -1.222  -0.1468
134 Cl -9.943 0.622 0.278  -0.1070
135 H -11.475 -1.050 0.880  0.3664
136 H -9.797 -1.631 0.943  -0.0317
137 C 3.087 -1.449 10.252  -0.0380
138 Cl 3.351 0.169 9.590  -0.1585
139 Cl 4.525 -2.064 11.073  -0.1533
140 H 2.271 -1.405 10.964  0.2345
141 H 2.836 -2.120 9.439  0.1122
142 C -0.278 -5.867 -4.189  -0.4347
143 Cl -0.985 -4.865 -2.881  -0.0462
144 Cl -1.415 -6.290 -5.450  -0.0883
145 H 0.545 -5.319 -4.633  0.2400
146 H 0.082 -6.782 -3.734  0.4095
147 C 10.356 8.393 -4.996  -0.2466
148 Cl 9.891 9.995 -4.416  -0.1471
149 Cl 9.878 7.117 -3.868  -0.1287
150 H 9.870 8.215 -5.947  0.2611
151 H 11.433 8.366 -5.113  0.2623
152 C -7.714 -3.705 4.216  -0.3520
153 Cl -6.364 -3.489 3.092  -0.0712
154 Cl -9.217 -3.066 3.542  -0.1517
155 H -7.841 -4.765 4.398  0.3309
156 H -7.492 -3.188 5.141  0.2740

Summary:
HOMO   -10.227 eV
Total charge   +1
LUMO energy   -2.79 eV

Computed, not measured: a structure of composition C50H43IrN6O4S3, with ωB97M-V/def2-TZVPD.

Last column: Mulliken charge in e.
Positions of all 107 atoms, in Å:
1 Ir -0.625 0.610 0.814  0.6264
2 N -1.281 -1.073 0.158  -0.0388
3 S -0.937 -2.456 -0.345  1.9264
4 N 0.396 -2.624 -1.232  -0.2078
5 S 1.032 -1.622 -2.236  1.3689
6 N 2.333 -0.946 -1.736  -0.2694
7 S 2.490 -0.316 -0.271  2.2858
8 N 1.229 0.148 0.404  -0.5213
9 C 3.600 1.031 -0.512  0.3769
10 C 4.409 1.107 -1.640  -0.3843
11 C 5.259 2.193 -1.756  -0.8204
12 C 5.288 3.169 -0.765  -0.5755
13 C 4.472 3.068 0.358  -0.9853
14 C 3.614 1.992 0.494  -0.5565
15 C 3.269 -1.560 0.717  0.1094
16 C 2.905 -1.649 2.055  -0.0219
17 C 3.535 -2.602 2.840  -0.9439
18 C 4.503 -3.430 2.283  -0.5711
19 C 4.850 -3.319 0.940  -0.8928
20 C 4.235 -2.372 0.137  -0.5084
21 C 1.523 -2.552 -3.641  0.0986
22 C 2.214 -1.884 -4.648  -0.5802
23 C 2.596 -2.599 -5.767  -0.8470
24 C 2.283 -3.952 -5.871  -0.5384
25 C 1.582 -4.597 -4.860  -0.9204
26 C 1.193 -3.896 -3.729  0.0509
27 C -0.148 -0.430 -2.808  0.9419
28 C -1.190 -0.924 -3.585  -0.4665
29 C -2.166 -0.045 -4.022  -0.8963
30 C -2.097 1.299 -3.673  -0.8076
31 C -1.043 1.775 -2.901  -0.5006
32 C -0.051 0.912 -2.466  -0.5163
33 C -2.299 -3.067 -1.297  0.4533
34 C -3.356 -2.204 -1.552  -0.4350
35 C -4.447 -2.686 -2.259  -0.8625
36 C -4.468 -4.010 -2.684  -0.6249
37 C -3.400 -4.860 -2.413  -0.9288
38 C -2.300 -4.393 -1.714  -0.6799
39 C -0.658 -3.627 0.945  0.2145
40 C -1.770 -4.039 1.673  -0.5220
41 C -1.580 -4.902 2.736  -0.8922
42 C -0.298 -5.333 3.063  -0.6479
43 C 0.797 -4.922 2.313  -0.8265
44 C 0.627 -4.059 1.242  -0.2230
45 H 4.362 0.342 -2.402  0.4034
46 H 5.902 2.283 -2.620  0.4731
47 H 5.952 4.017 -0.867  0.4574
48 H 4.506 3.828 1.126  0.5271
49 H 2.959 1.899 1.351  0.6017
50 H 2.151 -0.985 2.458  0.4341
51 H 3.278 -2.685 3.887  0.5184
52 H 5.003 -4.159 2.906  0.5059
53 H 5.610 -3.962 0.519  0.4786
54 H 4.496 -2.264 -0.907  0.4702
55 H 2.449 -0.832 -4.548  0.4307
56 H 3.136 -2.104 -6.563  0.4590
57 H 2.586 -4.506 -6.748  0.4509
58 H 1.336 -5.646 -4.951  0.4841
59 H 0.655 -4.376 -2.923  0.3374
60 H -1.228 -1.973 -3.857  0.5452
61 H -2.975 -0.409 -4.640  0.5220
62 H -2.859 1.982 -4.021  0.4888
63 H -0.975 2.825 -2.652  0.5830
64 H 0.808 1.287 -1.926  0.2446
65 H -3.314 -1.185 -1.192  0.5145
66 H -5.287 -2.037 -2.464  0.5541
67 H -5.330 -4.389 -3.215  0.4704
68 H -3.433 -5.892 -2.733  0.4915
69 H -1.466 -5.047 -1.488  0.4933
70 H -2.764 -3.702 1.402  0.4829
71 H -2.431 -5.241 3.310  0.4639
72 H -0.156 -6.004 3.899  0.4562
73 H 1.788 -5.280 2.555  0.5466
74 H 1.462 -3.741 0.634  0.5658
75 O -0.210 2.742 0.458  -0.7952
76 C 0.164 2.918 1.665  1.5670
77 O 0.040 1.915 2.432  -0.8571
78 C 0.653 4.207 2.142  0.2978
79 C 0.853 5.251 1.235  -0.4215
80 C 1.255 6.489 1.701  -0.9027
81 C 1.454 6.687 3.063  -0.4625
82 C 1.272 5.644 3.964  -0.7559
83 C 0.872 4.402 3.508  -0.5328
84 H 0.691 5.081 0.179  0.4933
85 H 1.403 7.305 1.007  0.4917
86 H 1.749 7.663 3.425  0.4943
87 H 1.436 5.802 5.021  0.4622
88 H 0.724 3.578 4.195  0.5209
89 O -2.671 6.976 3.391  -0.4754
90 C -3.911 6.353 3.200  -0.5321
91 N -3.612 4.983 2.835  -0.0083
92 C -4.551 4.019 2.912  0.3531
93 O -5.679 4.230 3.303  -0.6148
94 C -4.137 2.629 2.489  0.3369
95 C -5.011 1.591 2.797  -0.4224
96 C -4.692 0.297 2.415  -0.9312
97 C -3.501 0.075 1.755  0.2103
98 N -2.662 1.074 1.452  -0.1465
99 C -2.982 2.329 1.798  -0.4344
100 H -2.797 7.906 3.607  0.3120
101 H -4.500 6.828 2.408  0.3202
102 H -4.540 6.345 4.095  0.3577
103 H -2.651 4.801 2.600  0.1485
104 H -5.932 1.826 3.315  0.5665
105 H -5.366 -0.525 2.611  0.5020
106 H -3.203 -0.913 1.438  0.2068
107 H -2.301 3.100 1.464  0.7575

Summary:
Multiplicity   2
HOMO (alpha / beta)   -15.317 / -15.317 eV
Total charge   +3
Expectation value of S²   0.7571
LUMO energy (alpha / beta)   -9.60 / -10.25 eV

Computed, not measured: a cluster of 2 separate species, H3N2O in total, with ωB97M-V/def2-TZVPD.

Last column: Mulliken charge in e.
Positions of all 6 atoms, in Å:
1 N -0.557 -0.746 0.019  -0.3413
2 N 0.745 -0.331 0.290  -0.4448
3 O 0.702 1.999 0.160  -0.9319
4 H -0.999 -0.231 -0.747  0.2487
5 H -1.102 -0.583 0.865  0.2362
6 H 1.210 -0.109 -0.587  0.2331

Summary:
HOMO (alpha / beta)   -2.679 / -1.854 eV
Total charge   -1
LUMO energy (alpha / beta)   5.21 / 5.25 eV